(1)
ORCA calculation (ωB97M-V with the def2-TZVPD basis set) on a structure of composition C10H12ClN2O2.

Positions of all 27 atoms, in Å:
C: -2.90212 -1.35096 -2.06194
C: -1.72285 -0.93205 -1.47834
C: -4.12133 -1.05296 -1.37872
C: -1.71521 -0.23322 -0.25251
C: -2.98342 0.13909 0.28260
C: -0.16974 1.05464 1.14689
C: 1.23398 1.00253 1.58225
C: 1.90831 -0.06668 0.57424
C: 2.90762 -0.93577 1.22667
C: 2.50004 0.73357 -0.68310
N: -4.12737 -0.39918 -0.18741
N: -0.57484 0.16267 0.38018
O: 0.83300 -0.88767 0.13833
O: 1.51964 1.55536 -1.23845
Cl: -3.15796 0.95928 1.73257
H: -2.96047 -1.69402 -3.06252
H: -0.83248 -1.42193 -1.78593
H: -5.12517 -1.18542 -1.75172
H: -0.92876 1.74830 1.39951
H: 1.72289 1.96642 1.36722
H: 1.16300 0.46299 2.49468
H: 3.22987 -1.76819 0.60361
H: 2.45387 -1.33614 2.19443
H: 3.82367 -0.36678 1.51136
H: 2.99481 -0.00728 -1.41490
H: 3.29314 1.40036 -0.39818
H: 1.73788 2.45302 -0.94083

Summary:
charge: +1
energy above the lowest of the compared OMol25 structures with the same formula, charge and spin: 354.6 kJ/mol
E_HOMO: -13.20 eV
gap between HOMO and LUMO: 7.97 eV

Atom charges from the natural (NBO) analysis, given in e for atoms 1 to 8:
1. C -0.24
2. C -0.11
3. C 0.10
4. C -0.01
5. C 0.17
6. C 0.24
7. C -0.48
8. C 0.22



(2)
ORCA calculation (ωB97M-V with the def2-TZVPD basis set) on a structure of composition C3H3CrO3.

Positions of all 10 atoms, in Å:
O: -0.57812 1.17559 0.14087
Cr: -4.65962 1.01775 -0.23796
O: -2.78974 0.65219 -0.18138
C: -1.62275 0.71553 -0.07111
O: -0.04428 -1.54932 -0.39731
C: 1.02879 -1.23746 -0.19178
H: 2.77169 -1.03555 0.16545
C: 1.93414 -0.20069 0.18817
H: 2.13138 0.44952 -0.67838
H: 1.82852 0.01243 1.26341

Summary:
spin multiplicity: 5
charge: +3
energy above the lowest of the compared OMol25 structures with the same formula, charge and spin: 0.0 kJ/mol
E_HOMO (alpha / beta): -25.39 / -25.39 eV
gap between HOMO and LUMO (alpha / beta): 7.78 / 9.50 eV

Atom charges from the natural (NBO) analysis, given in e for atoms 1 to 8:
1. O -0.30
2. Cr 1.90
3. O -0.74
4. C 1.14
5. O -0.29
6. C 0.99
7. H 0.36
8. C -0.81



(3)
ORCA calculation (ωB97M-V with the def2-TZVPD basis set) on a structure of composition C41H32N6OPS4ScSe.

Positions of all 87 atoms, in Å:
Sc: -0.01632 0.50161 0.10401
C: 2.07516 -2.21483 4.96555
C: 0.98593 -1.42718 4.62785
C: 0.80052 -1.01741 3.31710
C: 1.71558 -1.37698 2.34170
C: 2.82265 -2.15394 2.67589
C: 2.98962 -2.57707 3.98224
N: 1.49923 -0.90438 0.99320
N: 2.33736 -1.41499 0.18732
C: 2.34739 -0.88345 -1.09085
C: 3.28745 -1.41830 -1.97638
C: 3.45029 -0.83205 -3.20823
C: 2.68138 0.28583 -3.52722
C: 1.75171 0.73578 -2.61699
N: 1.55861 0.15061 -1.42128
H: 2.22357 -2.53152 5.98986
H: 0.27892 -1.11412 5.38620
H: -0.02931 -0.37614 3.05591
H: 3.54596 -2.41189 1.91807
H: 3.85221 -3.17840 4.23830
H: 3.88462 -2.25500 -1.64190
H: 4.18473 -1.21523 -3.90477
H: 2.79877 0.81348 -4.46271
H: 1.13602 1.59425 -2.83964
S: 1.15437 3.70038 3.32939
C: 0.76194 2.43958 2.35834
S: -0.82360 1.73722 2.22872
S: 2.01453 1.74034 1.37696
O: -1.30068 -1.08377 0.64548
P: -2.02231 -2.40455 0.42096
C: -3.78569 -2.18170 0.64435
C: -4.66969 -3.24575 0.46139
C: -6.02522 -3.06318 0.67676
C: -6.49964 -1.82699 1.10052
C: -5.62011 -0.77780 1.32108
C: -4.26156 -0.95405 1.09649
C: -1.66081 -3.13273 -1.17408
C: -0.31214 -3.39330 -1.43574
C: 0.06411 -3.93591 -2.65188
C: -0.90355 -4.23873 -3.60370
C: -2.24034 -3.98111 -3.34569
C: -2.62197 -3.41972 -2.13353
C: -1.52840 -3.63457 1.62012
C: -1.37001 -4.97765 1.28109
C: -1.03625 -5.90034 2.26077
C: -0.85289 -5.48468 3.57240
C: -1.01554 -4.14924 3.91366
C: -1.36318 -3.22663 2.94138
H: -4.30163 -4.21920 0.15606
H: -6.71173 -3.88595 0.52647
H: -7.55882 -1.68828 1.27467
H: -5.98687 0.17640 1.67557
H: -3.56822 -0.14731 1.29582
H: 0.44346 -3.17828 -0.68814
H: 1.10962 -4.12978 -2.85364
H: -0.61159 -4.67336 -4.55146
H: -2.99031 -4.20744 -4.09009
H: -3.66607 -3.19492 -1.95169
H: -1.48965 -5.30505 0.25542
H: -0.90794 -6.94191 1.99771
H: -0.57828 -6.20500 4.33212
H: -0.86253 -3.82166 4.93295
H: -1.49549 -2.18668 3.20600
Se: -0.84936 2.95794 -0.81821
C: -0.06140 3.40718 -2.42025
N: 0.42498 3.68020 -3.43473
S: -4.62609 0.06400 -5.33980
C: -3.38515 0.05950 -4.05776
C: -3.73395 0.38545 -2.75451
C: -2.75194 0.36424 -1.78393
N: -1.48709 0.01363 -2.01862
C: -1.15918 -0.28833 -3.27257
C: -2.06525 -0.26504 -4.32332
C: -4.88599 -1.69406 -5.46445
C: -4.38984 -2.41077 -6.54361
C: -4.61439 -3.78033 -6.59057
N: -5.27424 -4.45464 -5.65149
C: -5.75598 -3.75158 -4.62687
C: -5.59759 -2.38080 -4.48992
H: -4.74711 0.66577 -2.50105
H: -2.99110 0.66052 -0.77526
H: -0.13284 -0.58282 -3.44869
H: -1.74290 -0.51444 -5.32512
H: -3.84218 -1.91204 -7.33203
H: -4.23849 -4.36280 -7.42447
H: -6.30202 -4.31196 -3.87588
H: -6.01587 -1.85712 -3.63994

Summary:
charge: 0
energy above the lowest of the compared OMol25 structures with the same formula, charge and spin: 169.7 kJ/mol
E_HOMO: -6.64 eV
gap between HOMO and LUMO: 5.05 eV

Atom charges from the Mulliken analysis, given in e for atoms 1 to 8:
1. Sc -0.66
2. C -0.46
3. C -1.05
4. C 0.48
5. C 0.02
6. C -0.50
7. C -0.72
8. N 1.63



(4)
ORCA calculation (ωB97M-V with the def2-TZVPD basis set) on an isolated molecule of C3H9NS.

Positions of all 14 atoms, in Å:
C: -0.75897 -2.09490 -1.61607
S: -0.51419 -0.25262 -1.57133
H: -0.48837 -2.46841 -0.63443
H: -0.18343 -2.41725 -2.47346
H: -1.80193 -2.37013 -1.76527
C: 0.96936 1.98291 1.02932
C: -0.43785 0.05941 0.22360
N: 0.78331 0.56740 0.77498
H: 0.55824 2.34675 1.99257
H: 2.03976 2.13733 1.17596
H: 0.49166 2.52223 0.21648
H: -1.24231 0.78295 0.40234
H: -0.73855 -0.75014 0.89661
H: 1.32326 -0.04553 1.34868

Summary:
charge: 0
energy above the lowest of the compared OMol25 structures with the same formula, charge and spin: 102.2 kJ/mol
structure (SMILES): CNCSC
E_HOMO: -8.28 eV
gap between HOMO and LUMO: 9.42 eV

Atom charges from the natural (NBO) analysis, given in e for atoms 1 to 8:
1. C -0.71
2. S 0.14
3. H 0.22
4. H 0.22
5. H 0.21
6. C -0.40
7. C -0.36
8. N -0.65



(5)
ORCA calculation (ωB97M-V with the def2-TZVPD basis set) on a cluster of 4 separate species, CH9NO3 in total.

Positions of all 14 atoms, in Å:
C: 0.53628 0.44111 2.53516
N: -0.19100 0.02248 1.59772
H: 0.67690 1.54140 2.38669
H: 0.86731 -0.03407 3.43982
H: -0.48605 -0.93586 1.43374
H: -1.42877 -2.31546 -0.21588
H: -0.74853 -2.33662 -1.47721
O: -0.73043 -2.82393 -0.64468
H: 1.28565 2.68535 -0.46477
H: 0.37400 1.48975 0.05117
O: 0.99586 1.78959 -0.61682
H: -1.06162 0.28915 -3.06932
H: 0.38602 0.29646 -2.54291
O: -0.47561 -0.10934 -2.41271

Summary:
charge: 0
energy above the lowest of the compared OMol25 structures with the same formula, charge and spin: 108.5 kJ/mol
structure (SMILES): C=N.O.O.O
E_HOMO: -10.03 eV
gap between HOMO and LUMO: 10.90 eV

Atom charges from the natural (NBO) analysis, given in e for atoms 1 to 8:
1. C -0.03
2. N -0.64
3. H 0.16
4. H 0.16
5. H 0.36
6. H 0.45
7. H 0.48
8. O -0.94



(6)
ORCA calculation (ωB97M-V with the def2-TZVPD basis set) on a cluster of 2 separate species, C5H12N2O in total.

Positions of all 20 atoms, in Å:
C: 1.74753 0.44234 1.49356
C: 0.20618 -1.30683 1.92339
C: 1.17108 -0.88830 -0.47186
C: -1.35243 1.85357 -1.14596
C: 1.05597 -0.54998 1.02286
N: -1.91104 -0.44237 -0.77668
N: -2.13458 0.61079 -1.17237
O: -3.37999 0.89819 -2.11210
H: -3.63961 0.15810 -2.60768
H: 1.79822 0.69608 2.56680
H: 2.61266 0.83013 0.82799
H: -0.80235 -1.41763 1.30597
H: 0.08024 -0.51197 2.73946
H: 0.64426 -2.25893 2.26597
H: 0.22295 -0.56601 -0.99549
H: 2.01294 -0.37242 -0.89213
H: 1.06227 -2.04840 -0.34901
H: -0.91100 2.06512 -0.05487
H: -1.97500 2.65884 -1.75112
H: -0.45471 1.65917 -1.78080

Summary:
charge: 0
energy above the lowest of the compared OMol25 structures with the same formula, charge and spin: 629.2 kJ/mol
E_HOMO: -9.10 eV
gap between HOMO and LUMO: 9.81 eV

Atom charges from the natural (NBO) analysis, given in e for atoms 1 to 8:
1. C -0.45
2. C -0.67
3. C -0.65
4. C -0.50
5. C 0.03
6. N -0.14
7. N 0.17
8. O -0.74



- Among the records above, which one has the highest energy above the lowest of the compared OMol25 structures with the same formula, charge and spin?
  C5H12N2O



- Look up the energy above the lowest of the compared OMol25 structures with the same formula, charge and spin of the first one.
  354.6 kJ/mol